<a>
21
Properties=species:S:1:pos:R:3 method="wB97M-V/def2-TZVPD" e_homo_ev=-8.529 homo_lumo_gap_ev=8.8 e_lumo_ev=0.238
H -1.82 -1.82 -0.41
H 1.33 -1.24 1.55
C -1.14 -0.40 1.76
H -1.98 -0.15 -0.95
H -0.70 -1.20 -1.60
C 0.04 1.54 0.04
H -2.03 0.22 1.62
H 2.97 -0.84 -0.10
C 1.93 -0.72 -0.40
H 0.82 0.96 -0.87
O 0.59 2.12 0.94
C 0.97 -0.97 0.56
C -1.25 -0.93 -0.71
H -1.48 -1.38 2.11
C 1.66 0.06 -1.55
H 2.50 0.51 -2.06
O -1.08 2.04 -0.58
H -1.29 2.88 -0.14
H 0.84 -0.19 -2.21
H -0.52 0.05 2.54
C -0.37 -0.54 0.46

---

<b>
21
Properties=species:S:1:pos:R:3 method="wB97M-V/def2-TZVPD" e_homo_ev=-9.446 homo_lumo_gap_ev=10.3 e_lumo_ev=0.825 smiles="C=C[C@@H](O)[C@@](C)(O)C=C"
H -1.77 2.17 -0.61
H 0.64 2.67 1.23
H 0.31 -0.78 2.11
H 0.97 1.09 -1.12
H -1.29 -0.07 1.81
H 2.34 -0.08 0.40
C 0.70 0.88 -0.08
C -1.13 2.64 0.14
O -1.34 -0.33 -0.79
H 1.35 -2.11 0.09
H -0.11 -1.65 -2.57
C 0.56 -2.10 -1.84
H -1.81 -1.18 -0.72
C 0.05 2.13 0.49
H -1.03 -1.77 1.50
H 1.17 -2.94 -2.16
C -0.55 -0.78 1.44
H -1.50 3.55 0.60
O 1.93 0.75 0.66
C 0.65 -1.62 -0.58
C -0.14 -0.45 -0.01

---

<c>
21
Properties=species:S:1:pos:R:3 method="wB97M-V/def2-TZVPD" e_homo_ev=-9.488 homo_lumo_gap_ev=10.2 e_lumo_ev=0.755 smiles="C=C(C)CC(=C)C(O)O"
H -1.37 -0.03 1.38
H -0.29 1.79 -2.44
H 0.88 -3.07 -0.60
C 0.05 0.90 0.10
C -0.68 2.05 -0.58
H -0.60 -2.43 -1.34
H 0.32 3.52 0.21
H 0.86 -1.46 -1.33
H 1.86 0.09 0.78
H 1.96 1.77 0.05
C 0.28 -2.18 -0.76
C 1.35 0.92 0.32
H 0.65 -3.07 1.79
H -1.62 -0.32 -0.34
O 0.09 3.22 -0.67
H -0.18 -1.69 2.65
C 0.13 -2.13 1.72
O -1.07 1.70 -1.87
C -0.13 -1.57 0.55
C -0.86 -0.26 0.44
H -1.62 2.25 -0.04

---

<d>
21
Properties=species:S:1:pos:R:3 method="wB97M-V/def2-TZVPD" e_homo_ev=-8.588 homo_lumo_gap_ev=8.9 e_lumo_ev=0.345 smiles="CCC(=O)C[C@H](C)C=O"
H -2.51 -1.54 -2.32
C -1.32 -0.69 -0.72
H 1.87 1.28 -0.91
C 2.13 0.56 -0.12
H -2.03 -1.00 0.05
H -0.64 1.93 0.24
H 1.68 0.88 1.98
H -0.61 2.06 2.00
C -1.49 -1.59 -1.95
O 3.24 0.22 0.18
H 0.99 -1.35 1.66
C 0.08 -0.74 -0.18
H -0.81 -1.28 -2.74
H -1.28 -2.63 -1.70
H 0.60 2.89 1.02
C 0.02 1.97 1.10
H -1.55 0.35 -0.97
O 1.06 -0.83 -0.97
H -0.65 -0.62 1.87
C 0.27 -0.61 1.30
C 0.94 0.77 1.19

---

Calculated relative energies: <a> 0.0640; <b> 0.0196; <c> 0.0000; <d> 0.0308, given in hartree

---

<a>
17
Properties=species:S:1:pos:R:3 method="wB97M-V/def2-TZVPD" e_homo_ev=-9.065 homo_lumo_gap_ev=9.9 e_lumo_ev=0.788 smiles=C1C[C@]2(CO2)[C@@H]2N[C@@H]12
H 0.37 -0.63 1.11
C 1.11 1.36 0.15
H -1.09 1.88 0.38
C -0.39 1.41 -0.36
C 1.18 -0.21 0.22
H 1.17 -0.62 -1.81
O -2.07 -0.41 -0.79
H -2.09 -0.41 1.57
C 0.61 -0.72 -0.90
H 1.45 -2.32 0.49
N 1.68 -1.61 -0.31
C -1.60 -0.88 0.69
H -0.72 1.70 -1.36
H 1.55 1.76 -0.69
H 1.23 1.95 1.27
C -0.82 -0.19 -0.44
H -1.58 -2.05 0.78

---

<b>
17
Properties=species:S:1:pos:R:3 method="wB97M-V/def2-TZVPD" e_homo_ev=-7.449 homo_lumo_gap_ev=8.0 e_lumo_ev=0.547
H 1.57 -0.42 -2.68
O 2.18 -0.54 0.71
H -1.86 -1.53 0.16
C 1.42 0.50 -2.11
H 1.36 1.31 -2.84
H 2.28 0.65 -1.44
H -0.07 -0.43 2.79
C 0.88 -0.22 0.79
H 2.58 -0.56 1.58
N 0.05 0.57 -0.15
H -2.69 -0.11 -0.53
C -2.23 -0.52 0.37
C -1.08 0.37 0.80
C 0.09 0.37 -1.44
H -2.97 -0.58 1.17
H -1.45 1.36 1.09
C -0.06 -0.22 1.74

---

<c>
17
Properties=species:S:1:pos:R:3 method="wB97M-V/def2-TZVPD" e_homo_ev=-8.845 homo_lumo_gap_ev=10.0 e_lumo_ev=1.132
C 0.14 -0.65 -0.29
C 2.08 -0.06 -0.07
H -1.02 -1.73 1.17
H -1.75 -2.14 -0.30
H 3.13 -0.26 -0.20
H -1.48 2.07 -0.09
H -2.62 0.12 0.92
H 1.92 2.13 -0.11
H -2.84 -0.15 -0.92
C 0.02 0.82 0.42
H -0.08 0.87 1.46
N -1.20 1.15 -0.35
O 1.26 -1.16 -0.04
C -2.04 0.12 -0.04
C 1.46 1.09 0.12
H 0.19 -0.29 -1.30
C -1.18 -1.22 0.22

---

<d>
17
Properties=species:S:1:pos:R:3 method="wB97M-V/def2-TZVPD" e_homo_ev=-8.830 homo_lumo_gap_ev=9.1 e_lumo_ev=0.302
H 0.50 0.77 2.38
H -2.26 -0.28 1.18
C 0.86 0.68 0.10
C -0.10 -1.70 0.09
C 1.27 0.57 1.51
N -0.18 -2.78 0.46
H 1.81 -0.47 1.74
C -1.92 0.38 0.42
H 0.64 -0.44 -2.33
H 1.74 0.86 -0.45
H -0.95 -1.38 -2.25
H -0.99 0.31 -2.27
O -2.29 1.40 -0.08
H 2.00 1.40 1.80
C -0.07 -0.41 -0.39
H 0.28 1.53 -0.04
C -0.35 -0.42 -1.88

---

Calculated relative energies: <a> 0.1877; <b> 0.0314; <c> 0.0265; <d> 0.0000, given in hartree

---

<a>
17
Properties=species:S:1:pos:R:3 method="wB97M-V/def2-TZVPD" e_homo_ev="-7.605 / -7.512" homo_lumo_gap_ev="6.8 / 6.5" e_lumo_ev="-0.796 / -0.995"
C 0.99 -2.00 -0.47
H -1.15 3.47 0.44
C 1.07 1.20 0.38
H 0.41 -2.87 -0.15
N 0.21 -0.79 -0.31
C -1.02 2.58 1.05
H 1.88 -1.92 0.15
H 1.29 -2.14 -1.51
H 2.01 1.66 0.12
H -1.31 0.34 -1.17
C -0.97 -0.69 -1.13
O 0.60 -0.61 1.99
C -0.17 1.61 0.76
H -0.75 -0.98 -2.16
H -1.72 2.54 1.87
C 0.39 -0.05 0.90
H -1.76 -1.35 -0.75

---

<b>
17
Properties=species:S:1:pos:R:3 method="wB97M-V/def2-TZVPD" e_homo_ev=-9.672 homo_lumo_gap_ev=10.7 e_lumo_ev=0.994
C -0.17 -0.22 0.75
C 0.44 1.02 -1.27
H -1.22 -2.34 0.18
H 1.74 -1.03 0.76
H -0.37 -0.93 -1.40
C -1.30 -1.23 0.62
H 1.53 0.34 1.91
H 0.71 1.26 -2.36
N -1.99 -0.51 -0.61
H -1.89 -1.42 1.59
H 2.64 1.01 -0.73
C -0.58 0.01 -0.70
H -0.77 0.62 1.52
O 0.87 2.25 -0.57
C 1.60 0.96 -0.37
H -2.46 0.24 -0.12
C 1.23 -0.01 0.80

---

<c>
17
Properties=species:S:1:pos:R:3 method="wB97M-V/def2-TZVPD" e_homo_ev=-8.383 homo_lumo_gap_ev=8.6 e_lumo_ev=0.257 smiles="C[C@H]1CN1/C=C/C=O"
H 1.56 -0.59 1.49
H 2.61 -2.10 -0.22
H 3.88 -0.80 -0.08
H -0.98 1.46 -0.41
C -1.30 -0.64 0.13
H 1.50 1.84 1.13
C 2.87 -1.03 -0.28
H 2.61 1.77 -0.41
C 1.80 1.32 0.21
C 1.80 -0.20 0.41
C -2.70 -0.64 0.13
H -3.32 -1.68 0.49
H 2.80 -0.76 -1.34
C -0.55 0.52 -0.17
O -3.35 0.42 -0.20
H -0.67 -1.48 0.29
N 0.76 0.43 -0.28

---

<d>
17
Properties=species:S:1:pos:R:3 method="wB97M-V/def2-TZVPD" e_homo_ev=-8.690 homo_lumo_gap_ev=9.7 e_lumo_ev=0.998 smiles="N[C@@]1(C2CC2)CC1=O"
H -1.08 -1.89 -0.66
C -1.42 -1.28 0.16
C 0.79 0.07 0.11
O 0.56 0.57 -2.41
H -2.47 0.67 0.47
N 2.03 -0.56 0.45
H 1.92 2.04 -0.17
H 2.54 -0.96 -0.33
C -1.77 0.13 -0.15
C 0.53 0.72 -1.22
H 1.99 -1.31 1.13
H 0.20 2.25 0.37
H -0.39 -0.32 1.91
C -0.42 -0.39 0.82
H -1.85 0.42 -1.18
H -2.09 -1.81 0.84
C 0.91 1.63 -0.13

---

Calculated relative energies: <a> 0.1170; <b> 0.1046; <c> 0.0000; <d> 0.0235, given in hartree

---

<a>
17
Properties=species:S:1:pos:R:3 method="wB97M-V/def2-TZVPD" e_homo_ev=-9.491 homo_lumo_gap_ev=10.1 e_lumo_ev=0.608 smiles=c1ccncc1.CO
H -1.69 0.48 0.02
C 0.85 0.63 1.12
H 0.41 1.44 1.86
H -0.11 -0.47 -1.65
H -3.35 1.29 0.17
C 1.81 -0.25 1.65
H 2.54 -2.42 1.23
H -2.16 0.80 -2.34
C 1.13 -1.64 -0.19
N 0.34 0.66 -0.10
H 0.92 -2.56 -0.90
H 2.04 -0.12 2.74
C 1.91 -1.52 0.90
C 0.51 -0.47 -0.76
O -2.43 1.51 -1.62
H -3.06 -0.19 -0.76
C -2.63 0.76 -0.50

---

<b>
17
Properties=species:S:1:pos:R:3 method="wB97M-V/def2-TZVPD" e_homo_ev="-8.132 / -8.133" homo_lumo_gap_ev="7.5 / 7.5" e_lumo_ev="-0.644 / -0.644"
C -0.36 0.17 -0.39
H 0.18 -0.45 2.97
C -0.12 -1.23 2.28
H -1.80 -1.07 -1.39
C 1.09 2.04 0.32
C 0.79 1.09 -0.57
H -1.35 -1.84 0.95
H 1.93 2.69 0.17
O 1.60 0.90 -1.66
N -1.07 0.35 0.74
C -0.85 -0.59 -1.61
C -0.75 -0.91 1.12
H 1.26 0.19 -2.21
H 0.15 -2.25 2.51
H 0.43 2.22 1.15
H -0.15 -1.38 -1.90
H -0.99 0.08 -2.46

---

<c>
17
Properties=species:S:1:pos:R:3 method="wB97M-V/def2-TZVPD" e_homo_ev=-9.804 homo_lumo_gap_ev=10.6 e_lumo_ev=0.814 smiles="C=C1C[C@H]1CC(N)=O"
C 1.49 -1.30 0.51
H -1.80 -1.05 -1.25
H -3.15 0.22 -0.97
C -0.44 2.02 -0.28
H -0.49 2.47 0.70
C 0.34 0.80 -0.54
H 2.20 0.66 0.59
C 1.23 0.18 0.54
C -2.11 -0.08 -0.90
C -1.09 0.70 -0.50
N 0.35 -2.02 0.76
H 0.53 -2.97 1.02
H -0.47 -1.62 1.34
H 0.74 0.38 1.48
H -0.50 2.71 -1.14
O 2.54 -1.80 0.18
H 0.62 0.70 -1.55

---

Calculated relative energies: <a> 0.0295; <b> 0.1089; <c> 0.0000, given in hartree

---

<a>
17
Properties=species:S:1:pos:R:3 method="wB97M-V/def2-TZVPD" e_homo_ev=-8.584 homo_lumo_gap_ev=9.3 e_lumo_ev=0.692
C 0.90 -0.67 -0.12
H -2.18 -0.40 -0.96
H 1.53 1.68 -0.03
H 1.98 -0.44 -0.39
C 0.48 1.31 0.01
C 0.30 0.10 1.22
C 0.01 0.34 -0.91
C -1.18 -0.36 0.90
H 1.68 -2.37 -1.13
C -1.31 -0.15 -0.48
H -0.28 -2.35 -0.87
H 0.69 0.32 2.32
H -1.93 -0.49 1.66
H 0.09 0.59 -1.90
H -1.26 2.44 0.93
N 0.75 -2.06 -0.49
O -0.27 2.50 0.24

---

<b>
17
Properties=species:S:1:pos:R:3 method="wB97M-V/def2-TZVPD" e_homo_ev=-8.369 homo_lumo_gap_ev=9.3 e_lumo_ev=0.973 smiles=C1N[C@@H]2CO[C@H]3[C@@H]1[C@H]32
H -2.59 0.79 -0.08
C 1.55 -1.24 0.00
C 0.21 0.34 0.68
H 2.20 -2.14 -0.43
H 1.86 2.17 0.01
H -0.72 2.29 0.26
H -0.02 -0.42 -1.25
N -1.44 -1.14 -0.04
C 0.07 -0.92 -0.20
H -0.27 0.11 1.70
C -0.51 1.22 -0.10
H -1.60 0.07 -1.60
C 1.24 1.11 -0.01
H -2.02 -1.06 0.95
O 2.02 0.09 -0.60
H 1.77 -1.42 1.27
C -1.73 0.15 -0.57

---

<c>
17
Properties=species:S:1:pos:R:3 method="wB97M-V/def2-TZVPD" e_homo_ev=-8.551 homo_lumo_gap_ev=9.5 e_lumo_ev=0.902 smiles=C1C[C@@H]2O[C@H]2[C@@H]2N[C@@H]12
O 2.42 -1.12 -0.14
C 1.49 -0.20 0.28
C 0.94 1.33 -0.13
H -1.07 2.22 -0.31
H -0.76 -1.02 1.43
H -0.91 1.34 1.17
C -0.70 1.24 0.02
C -1.11 -0.04 -0.45
H 1.51 1.98 0.53
C 0.99 -1.31 -0.26
C -0.67 -1.26 0.39
N -1.83 -1.31 -0.18
H 1.29 -0.30 1.33
H -0.49 -0.24 -1.44
H 0.85 1.50 -1.21
H 0.77 -1.37 -1.39
H -2.72 -1.44 0.37

---

Calculated relative energies: <a> 0.0000; <b> 0.1197; <c> 0.1156, given in hartree

---

<a>
17
Properties=species:S:1:pos:R:3 method="wB97M-V/def2-TZVPD" e_homo_ev=-9.221 homo_lumo_gap_ev=10.1 e_lumo_ev=0.876
H -3.57 -0.27 0.68
H -3.40 1.27 -0.18
C 2.89 -0.42 -0.59
N 0.11 -1.23 -0.50
C -1.70 0.01 -0.29
H 3.91 -0.09 -0.64
H 2.05 1.50 -0.36
H 2.70 -1.48 -0.67
H 1.63 -1.50 2.40
H -0.65 1.93 -0.14
H 1.00 -1.75 2.01
C -3.17 0.21 -0.21
O -1.24 -1.25 -0.44
C -0.64 0.86 -0.25
H -3.66 -0.24 -1.07
C 1.88 0.43 -0.44
C 0.49 0.02 -0.39

---

<b>
17
Properties=species:S:1:pos:R:3 method="wB97M-V/def2-TZVPD" e_homo_ev=-8.289 homo_lumo_gap_ev=9.1 e_lumo_ev=0.823 smiles="C1=C2CCN[C@H]2CO1"
H 2.06 1.07 -0.26
H 0.98 -0.94 1.28
C 1.15 1.16 -0.76
C -0.35 -0.35 -0.69
C 0.33 -0.66 -1.73
H -0.92 1.77 -0.32
C -1.18 -1.21 0.31
N -0.01 0.70 1.38
H -1.67 -2.23 -0.03
H 0.35 -1.40 -2.40
H -1.04 1.17 1.82
C -0.12 -0.91 1.47
C -0.01 1.03 -0.02
H 1.36 2.16 -1.44
H -0.17 -1.30 2.69
H -1.99 -0.40 0.67
O 1.22 0.34 -1.98

---

<c>
17
Properties=species:S:1:pos:R:3 method="wB97M-V/def2-TZVPD" e_homo_ev=-8.681 homo_lumo_gap_ev=9.4 e_lumo_ev=0.683
O 2.70 -0.75 -0.50
C 1.47 -0.59 -0.30
C -1.07 -0.42 -0.97
H -1.61 -0.13 1.17
H 1.71 0.80 1.63
H -0.83 -1.34 -1.63
C 0.27 1.44 -0.01
H 1.02 2.49 -0.37
C 0.46 -0.83 0.94
H -0.85 1.74 0.07
H 0.51 -1.40 1.90
H -1.90 -2.09 0.36
H -2.07 0.26 -1.09
H 0.38 0.84 -1.89
C -1.01 -1.00 0.47
N 0.57 0.67 1.22
C 0.22 0.30 -1.01

---

Calculated relative energies: <a> 0.0000; <b> 0.1130; <c> 0.1304, given in hartree

---

<a>
17
Properties=species:S:1:pos:R:3 method="wB97M-V/def2-TZVPD" e_homo_ev=-7.978 homo_lumo_gap_ev=8.8 e_lumo_ev=0.854 smiles="C=Cc1cc[nH]c1.O"
C -1.19 0.07 -1.16
H 1.08 -1.65 2.48
H 0.79 -2.35 -0.31
O 0.47 -1.88 1.85
C 0.03 2.39 1.11
H 1.87 -0.01 0.22
H 0.02 -0.96 1.83
H 0.08 2.91 -0.98
H -2.17 0.50 -1.41
H 0.28 3.38 1.49
C 0.12 2.14 -0.21
N -0.81 -1.29 -1.17
H 0.14 1.66 2.02
C 0.92 -0.20 -0.28
H -1.33 -2.08 -1.52
C -0.11 0.79 -0.62
C 0.42 -1.42 -0.58

---

<b>
17
Properties=species:S:1:pos:R:3 method="wB97M-V/def2-TZVPD" e_homo_ev=-8.569 homo_lumo_gap_ev=8.4 e_lumo_ev=-0.169
H 1.48 -2.20 0.47
H 1.19 0.29 -2.39
H -2.32 0.78 0.15
C -1.30 0.37 -0.15
C -0.80 -1.01 0.09
H 0.12 1.79 0.48
H -0.85 -1.76 -0.67
H 0.80 -0.53 2.20
C 0.54 -0.12 -0.24
C -0.14 0.83 0.67
C -0.78 0.77 -1.53
H -1.27 1.14 -2.30
C 0.44 0.25 -1.64
O 1.75 -0.83 0.10
N 0.02 0.15 1.99
H -0.04 0.65 2.88
H -1.01 -1.08 1.25

---

<c>
17
Properties=species:S:1:pos:R:3 method="wB97M-V/def2-TZVPD" e_homo_ev=-8.999 homo_lumo_gap_ev=10.0 e_lumo_ev=1.006
C 0.63 0.11 -1.16
O 1.66 -0.72 -0.55
H -2.51 -0.76 1.87
C 1.32 0.27 0.57
H -2.17 0.96 1.18
C -0.82 0.00 -0.47
C 1.27 1.40 -0.50
H -2.77 -0.72 -0.54
C -1.81 -0.17 1.25
C -0.14 -0.32 0.95
H 2.03 0.29 1.45
H 0.72 2.36 -0.20
N -1.91 -0.79 -0.10
H 0.23 -1.27 1.10
H -0.93 1.13 -0.43
H 2.27 1.49 -0.99
H 0.54 0.12 -2.19

---

Calculated relative energies: <a> 0.0000; <b> 0.1897; <c> 0.1759, given in hartree

---

<a>
17
Properties=species:S:1:pos:R:3 method="wB97M-V/def2-TZVPD" e_homo_ev=-7.234 homo_lumo_gap_ev=4.6 e_lumo_ev=-2.623
C 0.06 0.57 0.13
C -0.03 -0.20 -1.17
C 1.29 -1.01 1.38
O -2.90 1.10 -1.25
H 2.19 1.02 0.71
H -0.15 0.51 -2.01
H 2.95 -1.17 -0.18
N 1.23 -0.90 -1.26
H -0.64 1.37 0.72
C -1.18 0.27 0.86
H 1.52 -1.30 2.41
H -1.26 -0.48 1.70
C 1.39 0.24 0.75
H -2.16 0.33 0.40
H -0.87 -0.88 -1.17
H -3.32 1.51 -2.00
C 1.89 -0.98 -0.02

---

<b>
17
Properties=species:S:1:pos:R:3 method="wB97M-V/def2-TZVPD" e_homo_ev=-8.907 homo_lumo_gap_ev=8.6 e_lumo_ev=-0.308
H -1.07 2.72 -0.62
C -0.28 2.49 -1.30
H -1.36 -0.03 -0.94
C -0.59 -1.86 1.92
O 2.78 -0.17 -0.62
C -0.60 -0.30 -0.08
H 1.31 1.57 -2.29
H -0.55 -0.52 2.54
H 0.71 -2.26 1.95
H 1.60 -1.19 0.51
C 0.54 0.56 -0.37
H -1.62 -2.25 2.36
H -1.84 -1.57 0.33
N -0.87 -1.72 0.21
C 0.65 1.60 -1.42
C 1.66 -0.24 0.02
H -0.46 3.16 -2.20

---

Calculated relative energies: <a> 0.2150; <b> 0.0000, given in hartree